{"formula": "C36H108N9O12P3S9", "method": "ωB97M-V/def2-TZVPD", "elements": ["O", "P", "N", "C", "C", "N", "C", "C", "N", "C", "C", "H", "H", "H", "H", "H", "H", "H", "H", "H", "H", "H", "H", "H", "H", "H", "H", "H", "H", "O", "P", "N", "C", "C", "N", "C", "C", "N", "C", "C", "H", "H", "H", "H", "H", "H", "H", "H", "H", "H", "H", "H", "H", "H", "H", "H", "H", "H", "O", "P", "N", "C", "C", "N", "C", "C", "N", "C", "C", "H", "H", "H", "H", "H", "H", "H", "H", "H", "H", "H", "H", "H", "H", "H", "H", "H", "H", "C", "S", "O", "C", "H", "H", "H", "H", "H", "H", "C", "S", "O", "C", "H", "H", "H", "H", "H", "H", "C", "S", "O", "C", "H", "H", "H", "H", "H", "H", "C", "S", "O", "C", "H", "H", "H", "H", "H", "H", "C", "S", "O", "C", "H", "H", "H", "H", "H", "H", "C", "S", "O", "C", "H", "H", "H", "H", "H", "H", "C", "S", "O", "C", "H", "H", "H", "H", "H", "H", "C", "S", "O", "C", "H", "H", "H", "H", "H", "H", "C", "S", "O", "C", "H", "H", "H", "H", "H", "H"], "positions_angstrom": [[10.9588, 12.2317, 26.8790], [9.8194, 11.3185, 26.4626], [9.4138, 11.4022, 24.7619], [9.6171, 12.6591, 24.0767], [8.4750, 10.5342, 24.0592], [8.3790, 11.5414, 27.3395], [7.3154, 10.4918, 27.3813], [7.7522, 12.8354, 27.4062], [10.2486, 9.6676, 26.6982], [10.3857, 9.0546, 27.9746], [11.2948, 9.1244, 25.8298], [9.2068, 13.4663, 24.6836], [9.1008, 12.7866, 23.1253], [10.6750, 12.7785, 23.8428], [8.5111, 9.5501, 24.5264], [8.8322, 10.4054, 23.0375], [7.4426, 10.8406, 24.2280], [7.7309, 9.4842, 27.3987], [6.6424, 10.5912, 28.2330], [6.7302, 10.5970, 26.4678], [7.2499, 13.1628, 26.4960], [6.9866, 12.7672, 28.1791], [8.5218, 13.5643, 27.6602], [10.3705, 7.9700, 27.8680], [11.3606, 9.2882, 28.4025], [9.6442, 9.3513, 28.7165], [11.3850, 8.0393, 25.8811], [12.2728, 9.5394, 26.0735], [10.9743, 9.3390, 24.8103], [21.8645, 12.6823, 22.7552], [21.6942, 11.2567, 22.3200], [22.6322, 10.2956, 23.4060], [22.3577, 10.5896, 24.8050], [24.0620, 9.9905, 23.1583], [22.2615, 10.9872, 20.7039], [22.3598, 12.1195, 19.7722], [22.2126, 9.7363, 19.9302], [20.0834, 10.6567, 22.2947], [19.7519, 9.2491, 21.8809], [18.9620, 11.5592, 22.2061], [22.8202, 9.7966, 25.3926], [21.3047, 10.4282, 25.0358], [22.6643, 11.6332, 24.8755], [24.2729, 9.1797, 23.8556], [24.6745, 10.8593, 23.3994], [24.0751, 9.7107, 22.1049], [23.0315, 11.8826, 18.9472], [21.4668, 12.4053, 19.2163], [22.7521, 13.0109, 20.2618], [21.9213, 8.8950, 20.5591], [21.4798, 9.8157, 19.1272], [23.2057, 9.5431, 19.5246], [18.8711, 8.8307, 22.3679], [19.5854, 9.2825, 20.8042], [20.5662, 8.5361, 22.0100], [18.8609, 11.9375, 21.1889], [19.2397, 12.4562, 22.7595], [18.0632, 11.0196, 22.5046], [6.5904, 9.9601, 16.3240], [5.5990, 9.1175, 15.6321], [6.3560, 7.5954, 15.3161], [7.4041, 7.1058, 16.1839], [5.8128, 6.5416, 14.4114], [5.0700, 9.6173, 14.0891], [4.1067, 10.7283, 13.8887], [6.0500, 9.6591, 13.0558], [4.3321, 8.6992, 16.5729], [3.2276, 7.8305, 16.0041], [4.2788, 8.8944, 18.0408], [7.8071, 6.1015, 16.0538], [7.0218, 7.2016, 17.2002], [8.3076, 7.7092, 16.0955], [5.5658, 5.6935, 15.0500], [6.4859, 6.1950, 13.6271], [5.0118, 6.9404, 13.7889], [3.3238, 10.5689, 14.6302], [4.6482, 11.6414, 14.1358], [3.7635, 10.7905, 12.8560], [7.0899, 9.5788, 13.3726], [6.0410, 8.7094, 12.5209], [5.9826, 10.4117, 12.2702], [3.3043, 7.8112, 14.9170], [3.2489, 6.7946, 16.3424], [2.2673, 8.2450, 16.3109], [3.2344, 8.8106, 18.3413], [4.6414, 9.8787, 18.3372], [4.7112, 8.0420, 18.5649], [12.0930, 12.4435, 16.7085], [13.8511, 13.0379, 16.5486], [14.3674, 12.5790, 15.2217], [13.4485, 14.8512, 16.4498], [12.2810, 11.3724, 16.7821], [11.5394, 12.6608, 15.7950], [11.7126, 12.7336, 17.6880], [14.3788, 15.4180, 16.4135], [12.9605, 15.0946, 17.3936], [12.8035, 15.1525, 15.6244], [20.2693, 9.0831, 12.1650], [20.4255, 7.4323, 12.9984], [21.7216, 7.4456, 13.7959], [19.0592, 7.4085, 14.2467], [20.2860, 9.9479, 12.8282], [19.3675, 9.1253, 11.5543], [21.1356, 9.2606, 11.5276], [19.0218, 8.2204, 14.9730], [19.0603, 6.5253, 14.8854], [18.1604, 7.4878, 13.6352], [20.3495, 2.8671, 21.6901], [20.6490, 2.4852, 19.8973], [19.8261, 3.5135, 19.1113], [22.3147, 3.1256, 19.7096], [21.1857, 2.3947, 22.2056], [19.3768, 2.4373, 21.9292], [20.2510, 3.8826, 22.0737], [23.0239, 2.4176, 20.1385], [22.5112, 4.0054, 20.3223], [22.5680, 3.4307, 18.6943], [12.1204, 0.2581, 13.8710], [10.4553, 1.0053, 14.2519], [9.3902, -0.0759, 13.8934], [10.3624, 0.9847, 16.1060], [12.1928, -0.7849, 14.1793], [12.9736, 0.7685, 14.3179], [12.2749, 0.1841, 12.7946], [10.4492, -0.0338, 16.4843], [9.3559, 1.3289, 16.3435], [11.1627, 1.5680, 16.5615], [14.1801, 6.0711, 10.5912], [13.5104, 5.6208, 12.2720], [14.6411, 5.0178, 13.1093], [13.2750, 7.3407, 12.7090], [14.4049, 5.1375, 10.0757], [15.0371, 6.7024, 10.8259], [13.5838, 6.7268, 9.9567], [12.9657, 7.5274, 13.7374], [12.4424, 7.7521, 12.1384], [14.0859, 8.0391, 12.5021], [9.5261, 3.0697, 25.9602], [9.8788, 2.2278, 27.5882], [8.5166, 1.6077, 27.8659], [10.9814, 0.8728, 26.9655], [10.3396, 3.0228, 25.2362], [9.3799, 4.1390, 26.1129], [8.5119, 2.8885, 25.6043], [11.8704, 1.2397, 26.4524], [10.4234, 0.2447, 26.2711], [11.2277, 0.1292, 27.7234], [17.2465, -1.6132, 16.9240], [16.2068, -3.1242, 16.7097], [14.7854, -2.5360, 16.8368], [16.7392, -3.3094, 14.9831], [17.1987, -1.3450, 17.9794], [16.8223, -0.7895, 16.3497], [18.2610, -1.7697, 16.5575], [16.0433, -4.0210, 14.5388], [17.7584, -3.6960, 14.9778], [16.6709, -2.3460, 14.4779], [13.9332, 7.6440, 19.9696], [14.4347, 5.9275, 20.3132], [13.2494, 5.3797, 21.0246], [14.4490, 5.3617, 18.5910], [13.5902, 8.1758, 20.8571], [13.0659, 7.7069, 19.3124], [14.7850, 8.1635, 19.5305], [15.1051, 5.9646, 17.9632], [13.4281, 5.3899, 18.2101], [14.7273, 4.3078, 18.5810], [13.5627, 0.0932, 22.1941], [13.6019, -1.8098, 22.4606], [13.3577, -2.0719, 23.9889], [11.8609, -2.0550, 21.8450], [13.5089, 0.5420, 21.2022], [14.4079, 0.5288, 22.7270], [12.6976, 0.3939, 22.7851], [11.8083, -1.6741, 20.8251], [11.2244, -1.5229, 22.5519], [11.7735, -3.1411, 21.8137]], "forces_ev_per_angstrom": [[-2.46, -0.86, -1.13], [1.30, -0.18, -0.22], [0.40, -0.44, 0.99], [0.44, 0.81, 0.33], [0.57, -0.83, 1.64], [-0.07, -1.86, 0.31], [0.94, 0.07, -0.91], [0.61, 0.52, 0.31], [-1.02, 0.47, -1.24], [0.16, 0.08, 1.41], [-0.58, 0.61, -0.84], [0.52, 0.44, 0.02], [-0.28, -0.78, 0.00], [0.05, 0.49, 0.27], [0.13, -0.24, -0.03], [-0.58, 0.23, -0.13], [-0.18, 0.33, -0.82], [0.11, 0.15, -0.03], [0.27, 0.34, 0.14], [-0.39, -0.21, -0.03], [-0.05, -0.13, -0.38], [0.13, 0.36, 0.15], [-0.23, 0.21, 0.12], [-0.27, -0.09, -0.04], [0.25, 0.11, 0.25], [-0.14, 0.09, -0.21], [-0.36, -0.05, 0.40], [0.13, 0.18, -0.19], [0.60, 0.18, -0.15], [-1.06, -1.10, -1.01], [0.74, -0.13, -0.31], [-1.21, -0.84, -1.92], [-0.49, -0.28, -0.88], [-1.95, 0.40, -0.03], [-0.05, 0.39, 0.40], [0.60, 0.44, 0.23], [-0.13, 0.17, 1.06], [1.34, -1.63, 1.18], [0.79, 1.16, -0.56], [0.92, 0.60, -0.47], [0.66, 0.59, 0.29], [-0.22, 0.56, -0.21], [0.06, -0.07, 1.42], [0.46, -0.17, -0.39], [0.33, 0.01, -0.22], [0.83, -0.11, 0.19], [0.49, -0.31, 0.24], [-0.72, -0.19, 0.45], [-0.13, -0.10, 0.12], [0.21, 0.05, -0.08], [0.01, -0.05, -0.16], [-0.02, -0.09, -0.21], [-0.05, 0.42, 0.25], [-0.38, -0.26, -0.18], [0.11, 0.33, 0.45], [-0.45, -0.18, -0.42], [-0.61, -0.11, 0.51], [-0.06, 0.48, 0.28], [-0.35, 0.32, 0.19], [1.87, -1.78, -0.73], [-0.42, -0.30, -2.58], [0.41, 1.20, 0.95], [0.25, 1.12, 0.39], [-0.96, 0.29, 0.77], [0.78, -0.52, 1.60], [2.01, -2.14, -1.23], [-2.40, -0.13, -0.05], [0.94, 0.86, 0.43], [-0.68, -0.38, -0.83], [-0.90, -0.28, -0.56], [0.48, -0.23, 0.41], [-0.04, 0.38, 0.17], [-0.57, -0.20, -0.39], [0.78, 0.02, 0.30], [-0.52, -0.13, 0.59], [-0.38, 0.33, -0.37], [-0.31, 0.41, -0.09], [-0.17, -0.36, 0.20], [0.10, 0.83, 0.62], [-0.48, -0.24, -0.53], [-0.42, 0.40, 0.60], [-0.09, 0.17, 0.12], [0.36, -0.04, 0.24], [-0.03, 0.11, -0.12], [-0.25, 0.38, -0.15], [0.33, -0.36, -0.01], [0.70, 0.26, 0.09], [1.72, -0.49, 0.00], [-0.84, 0.85, -0.54], [-0.38, 0.20, 0.53], [0.22, -0.45, 0.36], [-0.28, -0.14, -0.20], [-0.17, 0.25, 0.37], [-0.32, 0.42, -0.36], [0.06, -0.21, -0.11], [-0.07, -0.03, 0.05], [0.05, -0.42, -0.11], [-0.21, 0.24, 0.53], [1.36, 0.14, 1.40], [-1.32, 0.16, -0.98], [-0.25, 0.94, -0.46], [-0.23, -0.29, 0.49], [-0.03, -0.21, 0.04], [0.07, -0.72, -0.06], [0.53, 0.46, -0.36], [0.31, -0.40, -0.74], [-0.24, -0.33, 0.16], [0.22, -0.51, -0.21], [-1.39, 3.00, -0.56], [0.60, -1.60, 0.78], [1.08, 0.28, 1.19], [-0.28, -0.30, 0.30], [0.25, -0.56, -0.03], [0.46, 0.43, -0.96], [0.09, -0.41, -0.47], [-0.64, 0.28, 0.05], [-0.41, -0.60, -0.10], [-0.10, -0.59, 0.36], [-1.40, -2.43, 0.03], [2.03, 1.95, 0.32], [0.66, -0.41, -0.56], [-0.49, 0.00, 0.47], [-0.29, 0.42, 0.06], [-0.42, 0.61, -0.09], [0.03, -0.14, -0.37], [0.21, 0.28, -0.12], [-0.21, 0.32, -0.08], [0.32, 0.05, 0.73], [1.07, -0.30, 0.28], [-1.37, 1.15, -1.43], [-0.55, 1.32, 0.35], [0.25, 0.22, 0.08], [0.49, -0.55, -0.10], [-0.74, -0.35, 0.33], [0.21, -0.64, 0.18], [-0.20, -0.40, -0.35], [0.51, -0.49, -0.03], [0.35, 1.12, 0.39], [-1.70, -0.88, -1.24], [1.57, 0.41, 0.24], [-0.68, -0.38, -0.45], [-0.22, -0.51, -0.10], [0.57, 0.27, 0.72], [0.30, -1.33, -0.08], [-0.01, 0.21, 0.27], [-0.32, 0.42, -0.35], [0.17, 0.66, 0.57], [-0.15, -0.36, 0.24], [-1.09, 2.33, 0.37], [2.03, -1.23, -0.68], [-0.88, -0.06, 0.05], [0.25, -0.08, -0.07], [-0.35, -0.26, -0.09], [0.06, -0.18, 0.34], [0.19, -0.02, -0.16], [-0.08, -0.01, 0.05], [0.01, -0.09, -0.04], [0.11, 0.28, -0.39], [-0.42, 1.02, 0.25], [0.06, -0.61, -0.24], [-0.68, -0.30, 0.05], [0.50, -0.43, 0.40], [0.13, -0.44, -0.33], [-0.05, 0.12, -0.04], [0.10, -0.07, 0.19], [-0.09, 0.27, 0.02], [0.35, 0.13, 0.10], [-0.07, -0.59, 1.37], [-2.02, 0.86, 2.26], [0.98, 0.89, -2.95], [1.70, -0.02, -0.42], [0.00, -0.73, -0.21], [0.24, -0.31, -0.12], [-0.19, -0.02, -0.14], [-0.20, 0.09, 0.04], [0.00, -0.31, -0.11], [-0.46, 0.16, 0.28]], "relative_energy_kj_mol": 562.0, "homo_ev": -8.30, "e_tot_ev": -202438.3751, "charge": 0, "molar_mass_g_mol": 1240.84}

***

{"formula": "F24NaP4", "method": "ωB97M-V/def2-TZVPD", "elements": ["Na", "P", "F", "F", "F", "F", "F", "F", "P", "F", "F", "F", "F", "F", "F", "P", "F", "F", "F", "F", "F", "F", "P", "F", "F", "F", "F", "F", "F"], "positions_angstrom": [[0.0580, -0.3649, 0.0313], [-0.4511, -1.0637, -3.2090], [0.4372, -1.8482, -2.0764], [0.7665, -0.0122, -3.3330], [0.2034, -1.9734, -4.3991], [-1.2940, -0.2185, -4.3103], [-1.6240, -2.1670, -3.1157], [-1.1198, -0.2466, -1.9911], [-0.3047, 3.1997, -1.2260], [0.5038, 1.7687, -1.1603], [-1.4863, 2.5638, -2.1398], [-1.1407, 2.7874, 0.1082], [-1.0719, 4.6202, -1.2569], [0.8312, 3.9049, -0.3061], [0.5222, 3.6083, -2.5604], [2.2520, 0.5759, 2.3824], [3.8251, 0.8260, 2.4664], [2.4880, -1.0381, 2.3844], [2.1423, 0.5104, 4.0225], [0.6563, 0.3273, 2.2767], [1.9803, 2.1652, 2.4281], [2.2708, 0.5939, 0.7367], [-1.5230, -2.6417, 1.9910], [-2.3176, -2.3893, 3.4106], [-0.1249, -2.5376, 2.8378], [-1.5248, -4.2489, 2.3692], [-0.5958, -2.8775, 0.6969], [-2.8569, -2.7971, 1.1610], [-1.5016, -1.0271, 1.7809]], "forces_ev_per_angstrom": [[0.10, 0.22, 0.04], [0.60, 0.02, -0.38], [-0.07, -0.45, -0.13], [-0.28, -0.01, -0.16], [0.24, 0.09, 0.05], [-0.02, -0.20, 0.28], [-0.21, -0.04, 0.19], [-0.34, 0.24, -0.08], [0.12, -0.51, 0.32], [-0.49, 0.69, 0.02], [0.43, 0.00, 0.09], [0.18, -0.08, -0.11], [-0.43, 0.61, -0.19], [0.12, -0.28, -0.06], [-0.02, -0.06, -0.01], [-1.26, -0.44, 0.41], [0.61, 0.05, -0.13], [0.22, 0.41, -0.29], [0.22, 0.20, -0.33], [-0.14, -0.03, 0.06], [0.28, -0.06, -0.06], [0.47, -0.10, 0.46], [2.01, -0.22, 2.91], [-0.50, -0.03, -0.57], [-0.29, 0.17, -0.01], [-0.30, 0.13, -0.76], [-0.51, 0.03, -0.66], [-0.49, -0.02, -0.24], [-0.26, -0.34, -0.66]], "relative_energy_kj_mol": 28.3, "homo_ev": -3.99, "e_tot_ev": -106820.7640, "charge": -3, "molar_mass_g_mol": 602.84}